# 1
ORCA calculation (wB97M-V/def2-TZVPD) on a molecular structure, C30H47Cl2N4O7SScSi at a distorted geometry.

Summary:
maximum force	2.0	eV/Å
HOMO energy	-8.61	eV
molecular weight	751.7	g/mol

```
93
Properties=species:S:1:pos:R:3:forces:R:3:lowdin_charge:R:1
C -1.63494 5.41585 -0.16048 0.017 0.127 0.269 -0.034
C -2.21085 5.56435 -1.53525 -0.165 0.307 -0.864 -0.235
H -0.96632 6.25151 0.07370 -0.082 -0.267 0.048 0.068
H -1.07353 4.47413 -0.07033 -0.129 0.236 -0.047 0.084
H -2.42310 5.40704 0.61093 0.179 -0.054 -0.213 0.094
C -2.24375 6.71348 -2.22706 -0.098 -0.687 0.498 -0.095
C -1.82629 8.03224 -1.67431 0.309 0.572 -0.116 -0.100
H -2.60770 6.72351 -3.25536 -0.144 -0.130 0.328 0.108
H -0.90949 7.96810 -1.07418 -0.211 0.068 -0.112 0.068
H -2.60707 8.48744 -1.04660 0.151 -0.176 -0.112 0.086
H -1.64405 8.72731 -2.50083 0.061 0.004 0.217 0.070
Sc 1.79389 -1.74099 1.50315 0.022 0.151 0.597 0.563
Cl 0.79245 0.44903 1.51020 0.040 -0.119 0.196 0.065
C -0.79173 -2.24608 0.04782 0.900 -0.007 -0.269 -0.251
O 0.46766 -2.30105 -0.04470 -1.377 -0.128 0.084 -0.138
N -1.58612 -2.42693 -0.99952 0.250 0.028 0.177 -0.154
C -1.02844 -2.66468 -2.32519 -0.050 0.063 -0.080 -0.007
C -3.03251 -2.41831 -0.86141 -0.099 0.135 0.161 -0.020
H -1.27459 -2.03057 1.01464 0.042 -0.140 -0.294 0.146
H 0.03007 -2.91176 -2.22966 -0.212 0.021 -0.040 0.097
H -1.13972 -1.76778 -2.95258 0.026 -0.213 0.183 0.084
H -1.58037 -3.48868 -2.78920 0.173 0.103 0.041 0.098
H -3.26200 -2.32241 0.20257 -0.152 -0.043 -0.193 0.099
H -3.45341 -3.35484 -1.24758 0.114 0.171 0.137 0.099
H -3.48172 -1.57738 -1.40703 0.179 -0.171 0.096 0.086
H 3.16943 -6.88349 0.44468 0.097 0.184 0.014 0.104
H 3.20633 -7.35618 3.05734 0.085 0.283 -0.016 0.102
C 3.92467 -6.12590 0.69334 -0.005 -0.131 0.016 -0.017
C 3.86851 -6.48142 3.13948 -0.040 0.175 0.003 -0.023
N 3.66752 -5.57681 2.01337 -0.149 0.032 -0.194 -0.156
H 3.89500 -5.31799 -0.03797 0.040 -0.182 0.070 0.093
C 3.08779 -4.39055 2.13891 -0.270 0.456 -0.297 -0.316
O 2.78611 -3.64083 1.17177 0.348 -0.864 0.719 -0.131
H 3.65216 -5.95472 4.07202 0.036 -0.099 -0.119 0.083
H 2.89132 -4.05481 3.16573 0.168 -0.214 -0.154 0.102
H 4.90596 -6.60882 0.71290 -0.080 0.108 -0.149 0.092
H 4.90680 -6.83657 3.14790 -0.193 0.134 0.017 0.094
H 4.36349 2.25490 1.88063 0.025 -0.309 -0.123 0.107
H 2.66714 2.09696 -0.19283 0.159 -0.170 -0.094 0.069
C 5.04094 1.57536 1.34620 0.456 -0.035 -0.136 -0.035
C 3.56554 1.67711 -0.66581 -0.296 0.089 0.227 -0.035
N 4.32961 0.87787 0.28562 -0.418 -0.397 -0.226 -0.164
H 5.41928 0.82203 2.04255 -0.007 0.293 -0.002 0.077
C 4.09811 -0.42751 0.41733 -0.364 -0.106 0.062 -0.360
O 3.09775 -1.03299 -0.05635 1.027 0.462 -0.057 -0.146
H 3.27014 1.04951 -1.51119 0.035 0.144 0.206 0.097
H 4.83709 -0.98484 1.01067 -0.209 0.307 -0.088 0.102
H 5.86372 2.16532 0.92870 -0.058 -0.097 0.085 0.090
H 4.20211 2.49853 -1.00599 -0.039 -0.140 -0.019 0.093
O -1.64425 3.59562 -2.77481 0.096 0.099 -0.123 -0.181
C -2.73589 4.27734 -2.16065 0.183 -0.322 -0.304 -0.303
C -3.68008 4.66343 -4.51630 -0.296 -0.037 0.181 -0.043
C -3.88213 4.50317 -3.14344 -0.036 0.030 0.269 -0.195
H -2.66767 4.57344 -4.92074 -0.382 0.005 0.111 0.119
C -4.77648 4.94383 -5.34316 0.055 -0.051 0.195 -0.081
H -3.12975 3.66991 -1.33026 -0.005 -0.029 -0.113 0.143
C -5.17005 4.61735 -2.60019 0.287 0.133 -0.392 -0.033
H -4.61338 5.04850 -6.41726 -0.131 0.019 0.288 0.101
C -6.05782 5.08998 -4.79999 0.157 -0.049 0.127 -0.095
C -6.25225 4.93494 -3.41999 0.143 -0.102 -0.030 -0.082
H -5.27299 4.47793 -1.51983 -0.191 0.093 -0.356 0.119
H -6.90793 5.31873 -5.44813 0.312 -0.071 0.215 0.100
H -7.24435 5.05351 -2.97858 0.270 -0.059 -0.218 0.102
Si -1.27770 1.97823 -2.97028 -0.257 0.638 0.205 0.399
Cl 3.57954 -1.38023 3.20184 -0.079 -0.009 -0.056 0.117
C -0.26573 1.85889 -4.53667 0.079 0.022 -0.115 -0.154
C -2.89145 1.04375 -3.15323 -0.115 -0.175 -0.039 -0.151
C -0.29768 1.45172 -1.47717 -0.031 -0.150 -0.046 -0.186
H -0.72877 2.43382 -5.35123 0.078 -0.164 0.187 0.031
H -0.17925 0.81249 -4.86403 0.022 0.219 0.055 0.030
H 0.74874 2.25256 -4.38150 -0.232 -0.091 -0.040 0.034
H 0.61416 2.05949 -1.37536 -0.259 -0.170 -0.063 0.024
H 0.01033 0.39701 -1.51286 0.007 0.193 0.047 0.020
H -0.87292 1.58286 -0.55126 0.112 -0.038 -0.178 0.012
H -3.52748 1.51869 -3.91544 0.178 -0.124 0.175 0.038
H -3.45508 1.03372 -2.20986 0.092 -0.016 -0.166 0.034
H -2.71482 0.00258 -3.46105 -0.094 0.185 0.078 0.014
O 0.73185 -1.06206 4.66294 0.299 -1.972 -0.249 0.047
C 0.79608 -2.25702 4.39909 -0.316 1.440 0.119 -0.548
N 0.58140 -2.82172 3.13151 -0.974 0.175 -1.047 -0.180
S -0.10394 -4.32459 3.25056 1.306 0.947 0.843 0.637
O -1.53931 -4.30453 3.36562 0.283 0.096 -0.262 -0.292
O 0.49336 -5.24485 2.30776 -0.319 0.204 -0.105 -0.305
C 0.67314 -4.57762 4.83200 0.592 -0.902 0.193 -0.226
C 1.04689 -5.80883 5.36110 -0.167 0.236 0.321 -0.056
C 1.89422 -5.81509 6.48070 -0.260 0.217 -0.180 -0.079
C 2.34625 -4.59976 7.02548 -0.183 -0.296 -0.123 -0.066
C 1.98053 -3.37453 6.45811 -0.236 0.021 -0.217 0.009
C 1.16385 -3.37924 5.32468 -0.030 -0.350 0.667 -0.139
H 0.68387 -6.72321 4.89116 0.160 0.143 0.221 0.121
H 2.18983 -6.77183 6.92491 -0.047 0.441 -0.156 0.107
H 2.99776 -4.63086 7.89978 -0.159 0.099 -0.256 0.105
H 2.33447 -2.42421 6.85532 -0.004 -0.249 -0.104 0.127
```
Forces are in eV/Å.

=====

# 2
ORCA calculation (wB97M-V/def2-TZVPD) on 2 unconnected molecules or ions with the total composition C2N2O3 at a distorted geometry.

Summary:
SMILES	N#CN=O.O=C=O
maximum force	6.0	eV/Å
HOMO energy (alpha / beta)	-10.81 / -10.81	eV
molecular weight	100.0	g/mol

```
7
Properties=species:S:1:pos:R:3:forces:R:3:lowdin_charge:R:1
N 2.70030 0.85688 0.35031 0.880 0.680 0.144 0.228
C 1.99084 0.05770 -0.07158 0.905 2.552 2.459 -0.289
N 1.25202 -0.82927 -0.58501 -3.065 -4.273 -2.867 0.019
O 0.15789 -1.23680 -0.21027 1.783 0.959 0.190 0.083
O -2.25986 -0.73338 0.19663 -0.983 -1.803 0.262 0.202
C -2.04948 0.38796 0.18956 0.060 -0.403 -0.256 -0.466
O -1.79171 1.49691 0.13036 0.421 2.289 0.069 0.223
```
Forces are in eV/Å.

=====

# 3
ORCA calculation (wB97M-V/def2-TZVPD) on a molecular structure, C22H50B2CrF8NO14 at a distorted geometry.

Summary:
maximum force	4.2	eV/Å
charge	-1
HOMO energy	-3.10	eV
molecular weight	778.2	g/mol
2S+1	5

```
98
Properties=species:S:1:pos:R:3:forces:R:3:lowdin_charge:R:1
Cr -11.71400 -11.76312 20.35282 1.545 -1.829 -0.670 0.935
N -7.52655 -11.06328 20.47082 0.570 0.439 -1.020 0.320
H -7.76986 -10.13989 20.14183 -0.598 0.401 -0.415 0.075
H -7.69336 -11.03836 21.46665 0.648 0.066 3.033 0.066
H -6.56468 -11.21447 20.20244 0.093 -0.422 0.460 0.132
H -8.17794 -11.78021 20.18480 -1.023 -0.673 -0.609 0.076
C -7.36030 -8.52018 22.79140 0.180 -0.288 1.206 -0.085
C -7.73953 -9.65050 23.81350 0.609 -0.741 0.174 -0.671
C -9.11923 -9.41931 24.42813 -1.252 0.959 -0.691 -0.090
O -7.43633 -10.90902 23.38487 -0.662 -0.063 -1.586 -0.325
H -7.98159 -8.43306 21.90004 -0.137 -0.115 0.071 0.037
H -6.31727 -8.67507 22.51532 0.040 -0.224 -0.273 0.055
H -7.34671 -7.58533 23.35172 -0.281 0.464 -0.169 0.052
H -7.12128 -9.50008 24.69851 0.852 0.773 0.481 0.088
H -9.19697 -8.39893 24.80347 0.413 0.377 0.420 0.049
H -9.46205 -10.05455 25.24486 0.506 -0.426 -0.158 0.066
H -9.92575 -9.37713 23.69611 -0.165 -0.631 -0.469 0.050
C -9.75466 -15.31508 20.85201 -0.612 -0.463 0.073 -0.054
C -9.26865 -14.04935 20.07324 0.202 0.807 2.641 -0.575
C -9.34740 -14.20250 18.60869 -0.984 -0.825 -0.717 -0.083
O -9.81509 -12.84676 20.60022 -1.068 0.244 -1.193 -0.302
H -9.81128 -15.24553 21.93831 0.113 0.905 -0.028 0.077
H -9.22649 -16.26252 20.74475 0.916 0.185 -0.647 0.056
H -10.75100 -15.65395 20.56816 -0.483 0.555 -0.283 0.062
H -8.19739 -13.96044 20.25376 0.607 -0.280 0.511 0.109
H -10.40450 -14.12337 18.35501 -0.109 0.122 -0.535 0.070
H -9.03728 -15.22888 18.41249 0.143 -0.062 -0.508 0.075
H -8.73557 -13.50512 18.03649 -0.129 0.126 0.084 0.075
B -10.44650 -9.39205 19.74314 1.117 0.981 1.342 -1.483
F -9.12023 -8.95201 19.79981 -0.051 -0.122 -0.156 0.127
F -10.94423 -9.83038 20.93692 0.301 0.167 3.144 0.136
F -11.25537 -8.40453 19.39197 -1.615 2.741 -1.768 0.219
F -10.61941 -10.49101 18.99342 0.452 -2.191 -3.455 0.166
B -12.75964 -12.63048 22.59009 -1.139 -0.410 2.548 -1.365
F -12.15422 -13.27748 23.60262 0.336 -1.120 1.349 0.198
F -12.73165 -13.42427 21.46542 -0.516 -0.558 -1.659 0.141
F -14.08890 -12.27763 22.96225 0.213 -0.129 -0.554 0.093
F -12.00948 -11.49476 22.36515 0.256 1.438 0.067 0.112
C -12.84226 -11.02279 14.52798 -0.660 -0.478 -1.299 -0.083
C -12.53043 -11.34469 15.94848 0.103 -0.571 0.175 -0.166
O -13.70669 -12.08106 16.45206 0.699 1.977 -1.690 0.062
C -13.71112 -12.56013 17.65790 0.790 -1.593 -0.449 -0.576
O -12.80819 -12.43120 18.44651 -0.407 -0.406 0.250 0.092
O -14.75987 -13.39997 17.68481 0.226 0.685 -0.574 0.018
C -14.83080 -14.26223 18.77372 -0.195 -0.351 1.904 -0.048
H -12.79594 -11.96151 13.97593 0.348 -0.078 -0.209 0.077
H -12.13488 -10.32940 14.07308 -0.033 0.031 0.177 0.084
H -13.86718 -10.73505 14.29374 -0.009 0.656 0.563 0.078
H -12.17297 -10.50110 16.53899 -0.764 -0.046 0.441 0.128
H -11.68177 -12.02428 15.87079 -0.049 -0.284 0.681 0.129
H -15.00229 -13.63878 19.65121 0.152 -0.383 0.380 0.103
H -13.93286 -14.86403 18.91384 0.191 0.240 -0.069 0.106
H -15.66580 -14.95634 18.67842 -0.078 0.317 -0.446 0.096
C -15.16335 -7.78225 17.24002 0.824 0.523 -1.000 -0.081
C -15.46756 -8.17023 18.65371 -0.113 -0.451 -0.436 -0.199
O -14.91304 -9.48441 18.92882 1.003 -0.100 1.488 0.036
C -14.40769 -9.78964 20.16401 1.918 -1.633 -0.364 -0.432
O -13.56757 -10.73092 20.25137 -2.847 3.027 0.018 0.034
O -14.86355 -9.04907 21.16388 -0.135 -0.698 -2.034 0.010
C -14.35154 -9.26372 22.49858 -0.966 -0.444 0.043 0.034
H -15.45941 -6.74668 17.07253 -0.699 -0.004 0.097 0.078
H -15.59745 -8.41330 16.46450 -0.118 -0.064 0.197 0.079
H -14.10127 -7.67058 17.02183 0.287 -0.602 0.298 0.080
H -16.54749 -8.30858 18.70589 -0.009 0.502 0.688 0.127
H -15.02402 -7.39139 19.27402 -0.421 -0.384 0.547 0.132
H -13.26478 -9.28481 22.41730 -0.148 0.346 0.732 0.110
H -14.76379 -10.18280 22.91506 0.530 -0.378 -0.450 0.091
H -14.93227 -8.51178 23.03284 1.141 0.560 0.236 0.103
C -11.05685 -1.86546 20.81065 -1.150 -1.221 0.432 -0.071
C -10.17646 -2.23442 22.04041 -0.364 0.408 -2.190 -0.203
O -10.85100 -3.09017 22.95215 -1.217 0.302 0.769 0.026
C -11.12020 -4.40175 22.82272 2.072 -2.031 -0.620 -0.550
O -11.77343 -5.07073 23.57421 -0.438 1.172 -0.161 0.146
O -10.34298 -4.97713 21.85463 -0.637 2.545 -0.874 -0.037
C -10.33604 -6.36192 21.61732 -0.329 -1.725 1.490 -0.035
H -10.76528 -1.15259 20.03936 1.002 -0.124 0.338 0.071
H -12.01995 -1.46703 21.12969 -0.101 -0.085 0.386 0.070
H -11.27573 -2.82529 20.34277 -0.117 0.087 -0.436 0.066
H -10.00989 -1.26355 22.50707 0.582 -0.620 0.752 0.118
H -9.30816 -2.76023 21.64332 0.354 0.400 0.444 0.118
H -11.29323 -6.88242 21.64834 -0.512 0.680 -0.129 0.095
H -9.83853 -6.77897 22.49292 0.527 -0.463 -0.394 0.096
H -9.88645 -6.65167 20.66758 0.332 0.651 0.235 0.083
C -3.32090 -8.22571 18.78262 -1.064 -1.546 -0.600 -0.049
C -4.27175 -8.72041 17.67598 -0.693 0.525 0.891 -0.182
O -5.29037 -7.75507 17.32632 1.373 0.016 -1.817 0.030
C -6.34490 -7.47636 18.03834 -0.933 1.148 0.754 -0.593
O -6.67227 -7.97838 19.07556 -0.106 -0.209 0.081 0.138
O -6.96620 -6.42898 17.41551 1.556 -0.650 -0.142 -0.027
C -8.16908 -5.86413 17.89291 -0.560 -0.780 -0.388 -0.043
H -3.06874 -9.19404 19.21487 1.032 0.121 0.145 0.075
H -3.87748 -7.77985 19.60695 0.212 0.692 -0.337 0.083
H -2.47701 -7.71155 18.32261 -0.106 0.242 0.694 0.076
H -4.76096 -9.64020 17.99656 -0.125 0.033 -0.046 0.113
H -3.71664 -8.91435 16.75819 -0.256 0.112 -0.013 0.119
H -8.15275 -5.60592 18.95176 0.069 -0.036 -0.091 0.096
H -8.94637 -6.59169 17.65927 -0.358 0.087 0.528 0.097
H -8.34283 -5.01399 17.23322 0.107 0.178 0.363 0.091
```
Forces are in eV/Å.